Molecular formula: C87H194N3O7P4
Method: DFT, the ωB97M-V functional and the def2-TZVPD basis

Last columns: bonded neighbours and bond lengths (Å).
Atoms and positions in Å:
1 P 6.696 -2.008 -1.668  C26 1.717, C32 1.854, C33 1.752, C54 1.818
2 P -6.377 -2.617 -0.938  C21 1.877, C36 1.770, C39 1.828, C64 1.929
3 P 2.019 5.657 2.812  C35 1.887, C85 1.791, C90 1.813, C93 1.771
4 P -1.177 -2.501 -7.787  C18 1.864, C44 1.863, C63 1.873, C88 1.807
5 O -2.754 4.531 3.611  C42 1.306, H263 0.960
6 O -2.634 -0.419 -1.059  C48 1.274
7 O -3.263 0.186 -3.097  C48 1.292, H238 0.960
8 O -1.237 2.939 3.288  C42 1.221
9 O -1.211 0.433 -2.407  C48 1.208
10 O -2.774 3.450 1.735  C42 1.309
11 O 1.047 0.407 2.055  C61 1.225
12 N -4.055 1.703 8.166  C30 1.597, C62 1.551, C79 1.523, C97 1.525
13 N -1.155 0.547 1.034  C34 1.566, C61 1.537, H273 1.010, H291 1.010
14 N 4.689 -0.235 6.008  C20 1.503, C29 1.528, C38 1.597, C96 1.524
15 C 3.103 1.221 -2.913  C70 1.564, H119 1.090, H252 1.090, H280 1.090
16 C -0.155 -1.233 -5.326  C71 1.559, C88 1.521, H152 1.090, H192 1.090
17 C 2.551 -4.340 -0.616  C78 1.551, H139 1.090, H188 1.090, H265 1.090
18 C -1.305 -1.125 -9.038  P4 1.864, C84 1.534, H103 1.090, H284 1.090
19 C 1.125 4.664 5.295  C50 1.490, C93 1.523, H148 1.090, H202 1.090
20 C 5.873 -0.368 5.091  N14 1.503, H144 1.090, H208 1.090, H294 1.090
21 C -5.723 -2.070 -2.610  P2 1.877, C74 1.456, H124 1.090, H210 1.090
22 C -3.094 -4.195 -0.415  C25 1.499, C57 1.653, H226 1.090, H250 1.090
23 C -10.370 -3.309 -2.121  C24 1.535, C60 1.501, H237 1.090, H288 1.090
24 C -8.886 -3.588 -1.844  C23 1.535, C39 1.593, H142 1.090, H283 1.090
25 C -1.758 -4.558 -0.990  C22 1.499, H113 1.090, H248 1.090, H292 1.090
26 C 7.761 -1.489 -0.425  P1 1.717, C51 1.591, H166 1.090, H251 1.090
27 C -0.676 8.745 1.890  C31 1.501, C86 1.557, H110 1.090, H170 1.090
28 C 0.591 4.052 7.652  C50 1.535, H169 1.090, H186 1.090, H214 1.090
29 C 3.508 0.353 5.237  N14 1.528, C59 1.542, H259 1.090, H264 1.090
30 C -5.402 1.202 7.469  N12 1.597, C58 1.598, H122 1.090, H256 1.090
31 C 0.623 7.993 1.936  C27 1.501, C35 1.597, H140 1.090, H221 1.090
32 C 7.639 -2.728 -3.093  P1 1.854, C52 1.569, H182 1.090, H228 1.090
33 C 5.796 -0.573 -2.112  P1 1.752, C80 1.488, H106 1.090, H274 1.090
34 C -1.828 -0.371 2.109  N13 1.566, H244 1.090, H277 1.090, H279 1.090
35 C 0.371 6.533 2.531  P3 1.887, C31 1.597, H163 1.090, H271 1.090
36 C -5.762 -1.570 0.350  P2 1.770, C56 1.524, H191 1.090, H247 1.090
37 C 5.644 2.985 8.199  C45 1.494, C94 1.570, H179 1.090, H229 1.090
38 C 5.023 0.662 7.287  N14 1.597, C94 1.523, H135 1.090, H234 1.090
39 C -8.185 -2.383 -1.073  P2 1.828, C24 1.593, H116 1.090, H222 1.090
40 C 1.373 4.048 0.575  C53 1.575, C85 1.532, H138 1.090, H270 1.090
41 C -1.110 -2.326 -12.850  C76 1.546, H127 1.090, H231 1.090, H243 1.090
42 C -2.176 3.609 2.888  O5 1.306, O8 1.221, O10 1.309
43 C 4.646 -2.960 0.177  C54 1.528, C78 1.584, H160 1.090, H290 1.090
44 C -2.760 -3.423 -8.130  P4 1.863, C47 1.533, H150 1.090, H227 1.090
45 C 4.484 3.316 9.081  C37 1.494, H162 1.090, H164 1.090, H249 1.090
46 C 10.369 -3.063 2.218  C75 1.608, H102 1.090, H262 1.090, H287 1.090
47 C -4.132 -2.743 -8.057  C44 1.533, C65 1.529, H104 1.090, H161 1.090
48 C -2.352 0.106 -2.185  O6 1.274, O7 1.292, O9 1.208
49 C -2.295 1.112 6.602  C67 1.539, C97 1.469, H235 1.090, H253 1.090
50 C 1.334 3.653 6.369  C19 1.490, C28 1.535, H159 1.090, H286 1.090
51 C 8.695 -2.585 0.251  C26 1.591, C75 1.507, H137 1.090, H205 1.090
52 C 8.892 -1.840 -3.412  C32 1.569, C83 1.540, H190 1.090, H207 1.090
53 C 0.828 4.527 -0.822  C40 1.575, C89 1.594, H121 1.090, H165 1.090
54 C 5.597 -3.281 -0.975  P1 1.818, C43 1.528, H199 1.090, H215 1.090
55 C -6.191 0.511 1.889  C56 1.519, C77 1.516, H134 1.090, H269 1.090
56 C -6.568 -0.317 0.672  C36 1.524, C55 1.519, H105 1.090, H155 1.090
57 C -4.393 -4.909 -1.145  C22 1.653, C64 1.539, H115 1.090, H175 1.090
58 C -6.635 2.218 7.466  C30 1.598, C101 1.583, H156 1.090, H236 1.090
59 C 2.753 -0.783 4.519  C29 1.542, C66 1.539, H145 1.090, H167 1.090
60 C -11.101 -4.420 -2.816  C23 1.501, H149 1.090, H212 1.090, H257 1.090
61 C 0.345 0.212 1.070  O11 1.225, N13 1.537, C73 1.497
62 C -3.402 3.036 7.714  N12 1.551, C67 1.513, H177 1.090, H195 1.090
63 C 0.229 -3.693 -8.121  P4 1.873, C69 1.426, H206 1.090, H240 1.090
64 C -5.786 -4.437 -0.691  P2 1.929, C57 1.539, H201 1.090, H266 1.090
65 C -5.257 -3.401 -8.857  C47 1.529, C68 1.608, H108 1.090, H193 1.090
66 C 3.247 -2.069 5.205  C59 1.539, C96 1.547, H125 1.090, H255 1.090
67 C -2.760 2.569 6.427  C49 1.539, C62 1.513, H176 1.090, H189 1.090
68 C -6.409 -2.355 -9.263  C65 1.608, H183 1.090, H203 1.090, H272 1.090
69 C 0.075 -4.888 -7.358  C63 1.426, C81 1.557, H107 1.090, H185 1.090
70 C 4.241 0.581 -3.774  C15 1.564, C80 1.569, H123 1.090, H245 1.090
71 C 1.090 -1.904 -4.673  C16 1.559, C87 1.517, H200 1.090, H224 1.090
72 C -7.649 1.099 5.272  C101 1.550, H168 1.090, H187 1.090, H213 1.090
73 C 0.993 -0.329 -0.167  C61 1.497, H132 1.090, H184 1.090, H219 1.090
74 C -6.205 -0.934 -3.381  C21 1.456, C99 1.558, H128 1.090, H143 1.090
75 C 9.573 -1.991 1.322  C46 1.608, C51 1.507, H172 1.090, H295 1.090
76 C -0.732 -2.073 -11.373  C41 1.546, C84 1.526, H216 1.090, H281 1.090
77 C -6.533 1.987 1.826  C55 1.516, H114 1.090, H141 1.090, H196 1.090
78 C 3.606 -4.112 0.497  C17 1.551, C43 1.584, H157 1.090, H218 1.090
79 C -4.457 1.755 9.634  N12 1.523, H194 1.090, H242 1.090, H246 1.090
80 C 4.775 -0.768 -3.177  C33 1.488, C70 1.569, H118 1.090, H278 1.090
81 C 1.241 -5.903 -7.541  C69 1.557, C98 1.591, H174 1.090, H282 1.090
82 C 10.414 -3.279 -4.690  C83 1.521, H217 1.090, H220 1.090, H258 1.090
83 C 9.549 -2.032 -4.791  C52 1.540, C82 1.521, H178 1.090, H285 1.090
84 C -1.768 -1.404 -10.474  C18 1.534, C76 1.526, H197 1.090, H276 1.090
85 C 2.402 5.002 1.189  P3 1.791, C40 1.532, H136 1.090, H293 1.090
86 C -1.767 8.275 0.883  C27 1.557, H146 1.090, H154 1.090, H268 1.090
87 C 0.741 -2.922 -3.604  C71 1.517, H111 1.090, H225 1.090, H260 1.090
88 C -1.192 -2.098 -6.026  P4 1.807, C16 1.521, H117 1.090, H241 1.090
89 C 2.036 4.939 -1.777  C53 1.594, H112 1.090, H180 1.090, H230 1.090
90 C 3.390 6.753 3.268  P3 1.813, C100 1.510, H232 1.090, H239 1.090
91 C 6.259 4.776 4.862  C92 1.574, H153 1.090, H158 1.090, H171 1.090
92 C 5.095 5.834 4.828  C91 1.574, C100 1.541, H120 1.090, H147 1.090
93 C 1.881 4.359 4.008  P3 1.771, C19 1.523, H129 1.090, H181 1.090
94 C 5.377 2.100 6.930  C37 1.570, C38 1.523, H131 1.090, H223 1.090
95 C -7.539 -0.197 -5.564  C99 1.579, H173 1.090, H198 1.090, H204 1.090
96 C 4.152 -1.614 6.375  N14 1.524, C66 1.547, H109 1.090, H267 1.090
97 C -2.990 0.668 7.818  N12 1.525, C49 1.469, H151 1.090, H209 1.090
98 C 2.583 -5.501 -6.787  C81 1.591, H126 1.090, H211 1.090, H261 1.090
99 C -7.329 -1.255 -4.411  C74 1.558, C95 1.579, H130 1.090, H254 1.090
100 C 4.753 6.108 3.351  C90 1.510, C92 1.541, H133 1.090, H275 1.090
101 C -7.907 1.715 6.671  C58 1.583, C72 1.550, H233 1.090, H289 1.090
102 H 11.049 -3.584 1.544  C46 1.090
103 H -2.054 -0.575 -8.469  C18 1.090
104 H -4.031 -1.696 -8.341  C47 1.090
105 H -7.646 -0.476 0.695  C56 1.090
106 H 5.580 -0.194 -1.113  C33 1.090
107 H -0.060 -4.772 -6.282  C69 1.090
108 H -4.744 -3.867 -9.698  C65 1.090
109 H 3.442 -1.437 7.182  C96 1.090
110 H -1.141 8.766 2.875  C27 1.090
111 H 1.627 -3.307 -3.099  C87 1.090
112 H 2.827 5.625 -1.474  C89 1.090
113 H -1.582 -4.694 -2.057  C25 1.090
114 H -5.706 2.422 1.264  C77 1.090
115 H -4.336 -5.973 -0.918  C57 1.090
116 H -8.491 -1.412 -1.462  C39 1.090
117 H -2.117 -1.532 -5.914  C88 1.090
118 H 5.270 -1.243 -4.024  C80 1.090
119 H 2.778 2.133 -3.415  C15 1.090
120 H 4.277 5.407 5.406  C92 1.090
121 H 0.267 3.710 -1.276  C53 1.090
122 H -5.684 0.223 7.858  C30 1.090
123 H 3.855 0.253 -4.739  C70 1.090
124 H -5.652 -2.987 -3.196  C21 1.090
125 H 2.355 -2.653 5.430  C66 1.090
126 H 2.363 -5.613 -5.725  C98 1.090
127 H -0.277 -2.690 -13.452  C41 1.090
128 H -5.356 -0.672 -4.012  C74 1.090
129 H 1.281 3.511 3.677  C93 1.090
130 H -8.301 -1.479 -3.971  C99 1.090
131 H 4.554 2.510 6.345  C94 1.090
132 H 0.486 -1.123 -0.715  C73 1.090
133 H 4.769 5.105 2.924  C100 1.090
134 H -6.711 0.134 2.770  C55 1.090
135 H 4.136 0.591 7.917  C38 1.090
136 H 3.328 4.480 1.427  C85 1.090
137 H 9.196 -3.317 -0.383  C51 1.090
138 H 1.756 3.059 0.323  C40 1.090
139 H 2.008 -3.479 -1.006  C17 1.090
140 H 1.281 8.027 1.067  C31 1.090
141 H -7.547 2.093 1.440  C77 1.090
142 H -8.725 -4.571 -1.403  C24 1.090
143 H -6.535 -0.048 -2.838  C74 1.090
144 H 5.339 -0.911 4.311  C20 1.090
145 H 1.705 -0.523 4.667  C59 1.090
146 H -2.661 8.858 1.110  C86 1.090
147 H 5.492 6.668 5.407  C92 1.090
148 H 1.488 5.625 5.662  C19 1.090
149 H -10.641 -4.757 -3.744  C60 1.090
150 H -2.659 -3.757 -9.163  C44 1.090
151 H -3.294 -0.364 7.993  C97 1.090
152 H 0.057 -0.396 -5.992  C16 1.090
153 H 5.862 3.761 4.837  C91 1.090
154 H -1.436 8.509 -0.129  C86 1.090
155 H -6.352 0.304 -0.197  C56 1.090
156 H -6.227 3.030 6.863  C58 1.090
157 H 3.175 -4.035 1.495  C78 1.090
158 H 6.793 4.745 3.912  C91 1.090
159 H 1.155 2.602 6.138  C50 1.090
160 H 4.115 -2.097 -0.223  C43 1.090
161 H -4.422 -2.855 -7.012  C47 1.090
162 H 4.121 2.585 9.803  C45 1.090
163 H -0.294 5.882 1.965  C35 1.090
164 H 4.912 4.099 9.707  C45 1.090
165 H 0.261 5.450 -0.702  C53 1.090
166 H 7.013 -1.154 0.294  C26 1.090
167 H 3.002 -0.756 3.458  C59 1.090
168 H -7.029 1.812 4.729  C72 1.090
169 H 0.810 5.063 7.994  C28 1.090
170 H -0.529 9.819 1.783  C27 1.090
171 H 7.070 4.978 5.562  C91 1.090
172 H 8.980 -1.381 2.003  C75 1.090
173 H -7.629 0.816 -5.171  C95 1.090
174 H 1.534 -6.169 -8.556  C81 1.090
175 H -4.420 -4.764 -2.226  C57 1.090
176 H -1.837 3.093 6.177  C67 1.090
177 H -4.191 3.784 7.779  C62 1.090
178 H 8.815 -2.136 -5.591  C83 1.090
179 H 6.285 3.834 7.963  C37 1.090
180 H 1.662 5.265 -2.748  C89 1.090
181 H 2.864 4.015 4.327  C93 1.090
182 H 7.918 -3.697 -2.681  C32 1.090
183 H -6.999 -2.712 -10.107  C68 1.090
184 H 1.999 -0.597 0.157  C73 1.090
185 H -0.843 -5.413 -7.620  C69 1.090
186 H 0.803 3.348 8.456  C28 1.090
187 H -8.660 1.069 4.865  C72 1.090
188 H 1.797 -5.067 -0.314  C17 1.090
189 H -3.434 2.761 5.592  C67 1.090
190 H 9.605 -1.862 -2.587  C52 1.090
191 H -4.691 -1.373 0.319  C36 1.090
192 H -0.772 -0.717 -4.589  C16 1.090
193 H -5.763 -4.194 -8.306  C65 1.090
194 H -5.080 2.643 9.745  C79 1.090
195 H -2.716 3.338 8.506  C62 1.090
196 H -6.374 2.586 2.722  C77 1.090
197 H -2.639 -2.049 -10.357  C84 1.090
198 H -8.416 -0.397 -6.179  C95 1.090
199 H 6.321 -4.012 -0.617  C54 1.090
200 H 1.728 -2.436 -5.379  C71 1.090
201 H -5.932 -4.689 0.360  C64 1.090
202 H 0.071 4.829 5.074  C19 1.090
203 H -5.792 -1.521 -9.596  C68 1.090
204 H -6.680 -0.299 -6.226  C95 1.090
205 H 7.993 -3.105 0.902  C51 1.090
206 H 0.388 -3.902 -9.179  C63 1.090
207 H 8.548 -0.809 -3.322  C52 1.090
208 H 6.227 0.581 4.689  C20 1.090
209 H -2.242 0.896 8.577  C97 1.090
210 H -4.808 -1.768 -2.100  C21 1.090
211 H 3.471 -5.937 -7.245  C98 1.090
212 H -12.116 -4.088 -3.034  C60 1.090
213 H -7.245 0.089 5.339  C72 1.090
214 H -0.499 4.018 7.649  C28 1.090
215 H 5.062 -3.566 -1.881  C54 1.090
216 H -0.376 -3.026 -10.982  C76 1.090
217 H 9.791 -4.173 -4.663  C82 1.090
218 H 4.221 -5.011 0.529  C78 1.090
219 H 1.126 0.494 -0.870  C73 1.090
220 H 10.920 -3.333 -3.726  C82 1.090
221 H 1.182 8.523 2.707  C31 1.090
222 H -8.451 -2.487 -0.021  C39 1.090
223 H 6.327 2.096 6.395  C94 1.090
224 H 1.748 -1.196 -4.169  C71 1.090
225 H -0.054 -2.506 -2.984  C87 1.090
226 H -3.176 -4.237 0.672  C22 1.090
227 H -2.832 -4.377 -7.609  C44 1.090
228 H 6.931 -2.999 -3.877  C32 1.090
229 H 6.406 2.420 8.736  C37 1.090
230 H 2.470 4.004 -2.130  C89 1.090
231 H -1.655 -1.475 -13.260  C41 1.090
232 H 3.277 7.351 4.172  C90 1.090
233 H -8.707 2.443 6.534  C101 1.090
234 H 5.753 -0.004 7.745  C38 1.090
235 H -2.565 0.522 5.727  C49 1.090
236 H -6.842 2.499 8.499  C58 1.090
237 H -10.905 -3.183 -1.179  C23 1.090
238 H -2.737 0.235 -3.899  O7 0.960
239 H 3.409 7.502 2.477  C90 1.090
240 H 1.052 -3.080 -7.752  C63 1.090
241 H -1.380 -3.000 -5.444  C88 1.090
242 H -4.882 0.810 9.973  C79 1.090
243 H -1.882 -3.095 -12.830  C41 1.090
244 H -1.769 -1.408 1.779  C34 1.090
245 H 5.020 1.281 -4.076  C70 1.090
246 H -3.485 1.937 10.092  C79 1.090
247 H -5.823 -2.327 1.132  C36 1.090
248 H -1.046 -3.780 -0.714  C25 1.090
249 H 3.753 3.895 8.518  C45 1.090
250 H -3.099 -3.108 -0.486  C22 1.090
251 H 8.242 -0.565 -0.746  C26 1.090
252 H 2.344 0.441 -2.843  C15 1.090
253 H -1.208 1.054 6.639  C49 1.090
254 H -7.118 -2.286 -4.694  C99 1.090
255 H 3.787 -2.697 4.497  C66 1.090
256 H -5.121 1.101 6.421  C30 1.090
257 H -11.183 -5.287 -2.160  C60 1.090
258 H 11.317 -3.261 -5.299  C82 1.090
259 H 3.898 1.167 4.625  C29 1.090
260 H 0.286 -3.729 -4.180  C87 1.090
261 H 2.801 -4.436 -6.875  C98 1.090
262 H 10.810 -2.426 2.985  C46 1.090
263 H -3.234 4.773 2.815  O5 0.960
264 H 2.900 0.822 6.011  C29 1.090
265 H 3.102 -4.670 -1.497  C17 1.090
266 H -6.557 -5.008 -1.209  C64 1.090
267 H 4.991 -2.211 6.732  C96 1.090
268 H -2.126 7.271 1.107  C86 1.090
269 H -5.162 0.253 2.138  C55 1.090
270 H 0.541 3.797 1.233  C40 1.090
271 H -0.079 6.454 3.521  C35 1.090
272 H -6.982 -2.103 -8.370  C68 1.090
273 H -1.620 0.475 0.140  N13 1.010
274 H 6.494 0.179 -2.482  C33 1.090
275 H 5.533 6.674 2.840  C100 1.090
276 H -2.003 -0.511 -11.054  C84 1.090
277 H -2.875 -0.070 2.143  C34 1.090
278 H 3.870 -1.315 -2.915  C80 1.090
279 H -1.396 -0.035 3.051  C34 1.090
280 H 3.410 1.533 -1.915  C15 1.090
281 H 0.214 -1.533 -11.408  C76 1.090
282 H 0.969 -6.828 -7.033  C81 1.090
283 H -8.315 -3.727 -2.762  C24 1.090
284 H -0.334 -0.644 -8.917  C18 1.090
285 H 10.016 -1.058 -4.936  C83 1.090
286 H 2.389 3.653 6.644  C50 1.090
287 H 9.772 -3.855 2.671  C46 1.090
288 H -10.369 -2.389 -2.707  C23 1.090
289 H -8.416 1.014 7.334  C101 1.090
290 H 5.117 -2.662 1.115  C43 1.090
291 H -1.156 1.525 1.289  N13 1.010
292 H -1.609 -5.576 -0.629  C25 1.090
293 H 2.567 5.862 0.540  C85 1.090
294 H 6.629 -0.882 5.684  C20 1.090
295 H 10.324 -1.280 0.975  C75 1.090

Properties
spin multiplicity	2
LUMO energy (alpha / beta)	-6.2 / -6.3	eV
total charge	+4
Kohn-Sham gap (alpha / beta)	2.812 / 7.283	eV
HOMO (alpha / beta)	-9.0 / -13.6	eV